(1)
96
Properties=species:S:1:pos:R:3 method="wB97M-V/def2-TZVPD" homo_lumo_gap_ev=8.090 e_above_lowest_ev=0.000 multiplicity=1 charge=+1 total_energy_ha=-2975.0880
C 5.190 -0.331 1.622
C 4.260 0.645 1.524
C 4.081 1.498 0.287
C 2.696 1.406 -0.428
B 3.031 2.145 -1.832
O 3.116 1.385 -2.964
O 3.222 3.495 -1.886
C 4.560 4.009 -1.967
C 2.274 -0.012 -0.713
C 3.193 -1.137 -0.953
B 3.117 -1.811 -2.403
O 3.983 -2.835 -2.601
O 2.223 -1.384 -3.365
N 0.978 -0.125 -0.757
C 0.266 -1.408 -1.005
O 0.731 -2.446 -0.221
C 0.693 -2.219 1.199
C 0.739 -3.572 1.914
C 0.335 1.172 -0.572
I -1.469 1.017 0.716
C -0.208 1.870 -1.828
C -0.694 0.957 -2.965
C -2.141 0.468 -2.874
C -3.185 1.578 -2.807
C -4.604 0.991 -2.915
C -5.045 0.254 -1.664
O -5.843 1.128 -0.837
C -5.589 0.983 0.500
O -5.798 -0.040 1.095
C -5.081 2.203 1.183
C -5.328 3.411 0.693
C 1.416 1.990 0.270
Cl 1.241 1.479 1.948
O 1.129 3.304 -0.013
C 1.087 4.303 1.015
C 2.443 4.654 1.652
C 2.536 4.475 3.166
C 1.442 5.243 3.921
H 4.898 -1.319 1.969
H 6.248 -0.162 1.436
H 3.658 0.857 2.399
H 4.317 2.549 0.475
H 4.837 1.145 -0.424
H 3.011 1.961 -3.732
H 4.545 4.910 -2.573
H 5.259 3.271 -2.365
H 4.898 4.287 -0.967
H 4.222 -0.812 -0.818
H 3.014 -1.941 -0.237
H 4.020 -3.131 -3.517
H 2.651 -1.214 -4.210
H 0.435 -1.684 -2.042
H -0.797 -1.235 -0.842
H 1.558 -1.617 1.495
H -0.237 -1.706 1.451
H -0.063 -3.584 2.649
H 1.677 -3.698 2.452
H 0.548 -4.371 1.204
H -1.039 2.492 -1.514
H 0.536 2.558 -2.238
H -0.026 0.107 -3.119
H -0.620 1.542 -3.885
H -2.299 -0.228 -2.047
H -2.340 -0.103 -3.786
H -3.058 2.276 -3.637
H -3.148 2.103 -1.847
H -5.319 1.761 -3.197
H -4.594 0.261 -3.731
H -5.658 -0.609 -1.929
H -4.205 -0.127 -1.078
H -4.530 2.058 2.103
H -5.624 3.522 -0.341
H -5.267 4.288 1.324
H 0.724 5.183 0.488
H 0.316 4.078 1.754
H 3.211 4.097 1.113
H 2.641 5.708 1.446
H 2.582 3.431 3.476
H 3.488 4.920 3.469
H 1.799 5.508 4.915
H 1.245 6.191 3.417
H 0.522 4.666 4.003
C -3.549 -7.858 2.871
C -2.934 -6.727 3.244
C -2.429 -5.716 2.239
O -1.896 -4.711 2.682
C -2.595 -5.990 0.832
C -3.209 -7.123 0.455
C -3.737 -8.126 1.461
O -4.291 -9.109 1.009
O -3.409 -7.465 -0.804
O -2.716 -6.395 4.507
H -3.915 -8.585 3.582
H -2.218 -5.268 0.121
H -3.876 -8.325 -0.780
H -2.262 -5.530 4.490

(2)
92
Properties=species:S:1:pos:R:3 method="wB97M-V/def2-TZVPD" homo_lumo_gap_ev="7.878 / 7.873" e_above_lowest_ev=1.747 multiplicity=3 charge=0 total_energy_ha=-3917.3292 s_squared=2.003
C 6.199 -1.779 -1.175
C 5.224 -0.907 -0.405
H 7.228 -1.815 -0.763
H 6.283 -1.287 -2.158
H 5.833 -2.801 -1.347
C 5.621 0.266 0.058
C 6.891 0.935 -0.326
H 4.927 0.940 0.567
H 6.927 1.305 -1.370
H 7.766 0.285 -0.183
H 7.003 1.819 0.313
Pr -1.662 0.281 -0.708
Cl -0.911 -2.200 0.031
Cl -2.038 0.081 -3.318
H -6.660 -0.783 -2.571
H -6.228 -3.341 -2.316
C -5.577 -0.631 -2.658
C -5.172 -3.109 -2.518
N -4.859 -1.764 -2.064
H -5.282 0.288 -2.147
C -4.053 -1.598 -1.019
O -4.041 -0.549 -0.315
H -4.519 -3.791 -1.960
H -3.316 -2.413 -0.830
H -5.324 -0.551 -3.724
H -4.976 -3.196 -3.594
H 2.247 2.384 -1.994
H 3.329 3.539 0.447
C 1.623 3.270 -1.825
C 2.430 4.161 0.342
N 1.379 3.474 -0.397
H 0.664 3.134 -2.326
C 0.167 3.255 0.169
O -0.863 2.846 -0.419
H 2.061 4.414 1.340
H 0.179 3.442 1.264
H 2.154 4.153 -2.190
H 2.707 5.076 -0.194
O 3.116 -0.956 -1.545
C 3.761 -1.351 -0.322
C 2.795 0.607 0.957
C 2.981 -0.780 0.881
H 3.086 1.255 0.119
C 2.294 1.206 2.116
H 3.806 -2.449 -0.277
C 2.367 -1.564 1.864
H 2.164 2.284 2.105
C 1.910 0.427 3.206
C 1.888 -0.962 3.042
H 2.239 -2.637 1.683
H 1.585 0.908 4.139
H 1.444 -1.583 3.822
Si 2.836 -1.404 -3.074
Cl 0.719 0.613 -0.714
C 2.175 0.112 -3.997
C 1.422 -2.602 -2.903
C 4.309 -2.037 -3.929
H 1.130 0.389 -3.787
H 2.233 -0.212 -5.044
H 2.780 1.026 -3.911
H 5.137 -1.320 -3.882
H 4.047 -2.229 -4.978
H 4.602 -2.974 -3.441
H 1.384 -3.071 -1.913
H 1.578 -3.357 -3.681
H 0.444 -2.114 -3.020
C -5.345 1.615 4.451
N -4.569 1.614 3.229
N -3.354 1.032 3.200
C -2.726 1.327 2.024
O -1.599 0.819 1.737
C -3.629 2.189 1.308
C -4.739 2.342 2.103
C -5.940 3.171 1.894
C -2.813 0.233 4.242
C -3.491 -0.894 4.708
C -2.927 -1.642 5.743
C -1.666 -1.291 6.252
C -0.939 -0.230 5.688
C -1.506 0.516 4.658
H -5.644 0.596 4.718
H -6.240 2.215 4.276
H -4.784 2.059 5.287
H -3.463 2.595 0.320
H -6.858 2.578 2.013
H -5.950 4.021 2.593
H -5.917 3.573 0.873
H -4.451 -1.168 4.256
H -3.472 -2.507 6.132
H -1.226 -1.890 7.047
H 0.065 0.022 6.046
H -0.954 1.318 4.168

(3)
101
Properties=species:S:1:pos:R:3 method="wB97M-V/def2-TZVPD" homo_lumo_gap_ev=7.962 multiplicity=1 charge=0 total_energy_ha=-5376.6736 smiles="C#Cc1cc2c(c(P(C)O)c1CC(=O)Cl)N(P(CC)CC)c1cccc(S(C)(=O)=O)c1S2.CCOS(C)(=O)=O.CCOS(C)(=O)=O.CCOS(C)(=O)=O"
C 3.460 3.179 -3.179
C 2.894 2.375 -2.496
C 2.141 1.437 -1.727
C 2.255 0.090 -2.028
C 1.568 -0.822 -1.262
C 0.752 -0.463 -0.206
C 0.611 0.902 0.086
P -0.550 1.253 1.480
C -2.159 1.064 0.595
O -0.535 2.863 1.864
C 1.316 1.834 -0.672
C 1.249 3.304 -0.369
C 2.151 3.652 0.793
O 2.482 2.920 1.657
Cl 2.718 5.352 0.783
N 0.077 -1.447 0.592
P 0.938 -1.966 2.064
C 2.621 -1.214 2.052
C 3.581 -2.288 2.594
C 0.037 -1.368 3.555
C -0.334 -2.570 4.426
C -0.411 -2.575 -0.124
C -1.633 -3.097 0.269
C -2.175 -4.209 -0.339
C -1.487 -4.829 -1.362
C -0.275 -4.324 -1.784
S 0.476 -5.171 -3.149
C 2.207 -5.457 -2.839
O -0.172 -6.450 -3.288
O 0.368 -4.308 -4.300
C 0.263 -3.202 -1.157
S 1.820 -2.534 -1.660
H 4.118 3.915 -3.564
H 2.892 -0.236 -2.834
H -2.128 1.481 -0.410
H -2.326 -0.008 0.537
H -2.918 1.524 1.221
H -1.146 3.376 1.318
H 1.572 3.920 -1.200
H 0.231 3.601 -0.156
H 2.639 -0.374 2.746
H 2.951 -0.930 1.057
H 4.592 -1.903 2.689
H 3.241 -2.594 3.585
H 3.540 -3.184 1.981
H 0.590 -0.611 4.109
H -0.880 -0.895 3.218
H -1.072 -3.205 3.940
H -0.751 -2.241 5.375
H 0.555 -3.173 4.601
H -2.176 -2.637 1.083
H -3.118 -4.590 0.016
H -1.899 -5.708 -1.831
H 2.729 -5.064 -3.704
H 2.572 -5.020 -1.917
H 2.359 -6.531 -2.806
O -1.214 5.135 -1.329
S -2.122 6.235 -1.183
O -3.064 6.241 -0.107
O -2.881 6.449 -2.558
C -3.573 5.318 -3.135
C -4.859 4.981 -2.408
C -1.226 7.747 -1.173
H -2.899 4.461 -3.175
H -3.788 5.611 -4.160
H -4.665 4.632 -1.395
H -5.392 4.194 -2.942
H -5.500 5.859 -2.335
H -0.525 7.750 -2.003
H -0.694 7.793 -0.225
H -1.931 8.570 -1.247
O -0.535 -0.181 -6.853
S -1.960 -0.312 -6.837
O -2.700 0.007 -5.654
O -2.353 -1.762 -7.338
C -1.770 -2.907 -6.664
C -2.369 -3.157 -5.299
C -2.650 0.579 -8.190
H -0.688 -2.784 -6.603
H -1.967 -3.752 -7.320
H -2.132 -2.349 -4.608
H -1.970 -4.080 -4.887
H -3.457 -3.229 -5.359
H -2.108 0.325 -9.096
H -2.537 1.637 -7.963
H -3.703 0.325 -8.275
O 2.567 -2.025 6.478
S 2.458 -1.774 7.883
O 1.225 -2.006 8.569
O 2.953 -0.292 8.173
C 2.323 0.783 7.440
C 0.921 1.086 7.928
C 3.747 -2.617 8.733
H 2.334 0.552 6.374
H 2.968 1.646 7.593
H 0.243 0.256 7.735
H 0.533 1.968 7.417
H 0.919 1.268 9.003
H 4.690 -2.423 8.230
H 3.507 -3.677 8.698
H 3.771 -2.272 9.763

What did the third record say?
101
Properties=species:S:1:pos:R:3 method="wB97M-V/def2-TZVPD" homo_lumo_gap_ev=7.962 multiplicity=1 charge=0 total_energy_ha=-5376.6736 smiles="C#Cc1cc2c(c(P(C)O)c1CC(=O)Cl)N(P(CC)CC)c1cccc(S(C)(=O)=O)c1S2.CCOS(C)(=O)=O.CCOS(C)(=O)=O.CCOS(C)(=O)=O"
C 3.460 3.179 -3.179
C 2.894 2.375 -2.496
C 2.141 1.437 -1.727
C 2.255 0.090 -2.028
C 1.568 -0.822 -1.262
C 0.752 -0.463 -0.206
C 0.611 0.902 0.086
P -0.550 1.253 1.480
C -2.159 1.064 0.595
O -0.535 2.863 1.864
C 1.316 1.834 -0.672
C 1.249 3.304 -0.369
C 2.151 3.652 0.793
O 2.482 2.920 1.657
Cl 2.718 5.352 0.783
N 0.077 -1.447 0.592
P 0.938 -1.966 2.064
C 2.621 -1.214 2.052
C 3.581 -2.288 2.594
C 0.037 -1.368 3.555
C -0.334 -2.570 4.426
C -0.411 -2.575 -0.124
C -1.633 -3.097 0.269
C -2.175 -4.209 -0.339
C -1.487 -4.829 -1.362
C -0.275 -4.324 -1.784
S 0.476 -5.171 -3.149
C 2.207 -5.457 -2.839
O -0.172 -6.450 -3.288
O 0.368 -4.308 -4.300
C 0.263 -3.202 -1.157
S 1.820 -2.534 -1.660
H 4.118 3.915 -3.564
H 2.892 -0.236 -2.834
H -2.128 1.481 -0.410
H -2.326 -0.008 0.537
H -2.918 1.524 1.221
H -1.146 3.376 1.318
H 1.572 3.920 -1.200
H 0.231 3.601 -0.156
H 2.639 -0.374 2.746
H 2.951 -0.930 1.057
H 4.592 -1.903 2.689
H 3.241 -2.594 3.585
H 3.540 -3.184 1.981
H 0.590 -0.611 4.109
H -0.880 -0.895 3.218
H -1.072 -3.205 3.940
H -0.751 -2.241 5.375
H 0.555 -3.173 4.601
H -2.176 -2.637 1.083
H -3.118 -4.590 0.016
H -1.899 -5.708 -1.831
H 2.729 -5.064 -3.704
H 2.572 -5.020 -1.917
H 2.359 -6.531 -2.806
O -1.214 5.135 -1.329
S -2.122 6.235 -1.183
O -3.064 6.241 -0.107
O -2.881 6.449 -2.558
C -3.573 5.318 -3.135
C -4.859 4.981 -2.408
C -1.226 7.747 -1.173
H -2.899 4.461 -3.175
H -3.788 5.611 -4.160
H -4.665 4.632 -1.395
H -5.392 4.194 -2.942
H -5.500 5.859 -2.335
H -0.525 7.750 -2.003
H -0.694 7.793 -0.225
H -1.931 8.570 -1.247
O -0.535 -0.181 -6.853
S -1.960 -0.312 -6.837
O -2.700 0.007 -5.654
O -2.353 -1.762 -7.338
C -1.770 -2.907 -6.664
C -2.369 -3.157 -5.299
C -2.650 0.579 -8.190
H -0.688 -2.784 -6.603
H -1.967 -3.752 -7.320
H -2.132 -2.349 -4.608
H -1.970 -4.080 -4.887
H -3.457 -3.229 -5.359
H -2.108 0.325 -9.096
H -2.537 1.637 -7.963
H -3.703 0.325 -8.275
O 2.567 -2.025 6.478
S 2.458 -1.774 7.883
O 1.225 -2.006 8.569
O 2.953 -0.292 8.173
C 2.323 0.783 7.440
C 0.921 1.086 7.928
C 3.747 -2.617 8.733
H 2.334 0.552 6.374
H 2.968 1.646 7.593
H 0.243 0.256 7.735
H 0.533 1.968 7.417
H 0.919 1.268 9.003
H 4.690 -2.423 8.230
H 3.507 -3.677 8.698
H 3.771 -2.272 9.763

Please write out number 1 again, unchanged.
96
Properties=species:S:1:pos:R:3 method="wB97M-V/def2-TZVPD" homo_lumo_gap_ev=8.090 e_above_lowest_ev=0.000 multiplicity=1 charge=+1 total_energy_ha=-2975.0880
C 5.190 -0.331 1.622
C 4.260 0.645 1.524
C 4.081 1.498 0.287
C 2.696 1.406 -0.428
B 3.031 2.145 -1.832
O 3.116 1.385 -2.964
O 3.222 3.495 -1.886
C 4.560 4.009 -1.967
C 2.274 -0.012 -0.713
C 3.193 -1.137 -0.953
B 3.117 -1.811 -2.403
O 3.983 -2.835 -2.601
O 2.223 -1.384 -3.365
N 0.978 -0.125 -0.757
C 0.266 -1.408 -1.005
O 0.731 -2.446 -0.221
C 0.693 -2.219 1.199
C 0.739 -3.572 1.914
C 0.335 1.172 -0.572
I -1.469 1.017 0.716
C -0.208 1.870 -1.828
C -0.694 0.957 -2.965
C -2.141 0.468 -2.874
C -3.185 1.578 -2.807
C -4.604 0.991 -2.915
C -5.045 0.254 -1.664
O -5.843 1.128 -0.837
C -5.589 0.983 0.500
O -5.798 -0.040 1.095
C -5.081 2.203 1.183
C -5.328 3.411 0.693
C 1.416 1.990 0.270
Cl 1.241 1.479 1.948
O 1.129 3.304 -0.013
C 1.087 4.303 1.015
C 2.443 4.654 1.652
C 2.536 4.475 3.166
C 1.442 5.243 3.921
H 4.898 -1.319 1.969
H 6.248 -0.162 1.436
H 3.658 0.857 2.399
H 4.317 2.549 0.475
H 4.837 1.145 -0.424
H 3.011 1.961 -3.732
H 4.545 4.910 -2.573
H 5.259 3.271 -2.365
H 4.898 4.287 -0.967
H 4.222 -0.812 -0.818
H 3.014 -1.941 -0.237
H 4.020 -3.131 -3.517
H 2.651 -1.214 -4.210
H 0.435 -1.684 -2.042
H -0.797 -1.235 -0.842
H 1.558 -1.617 1.495
H -0.237 -1.706 1.451
H -0.063 -3.584 2.649
H 1.677 -3.698 2.452
H 0.548 -4.371 1.204
H -1.039 2.492 -1.514
H 0.536 2.558 -2.238
H -0.026 0.107 -3.119
H -0.620 1.542 -3.885
H -2.299 -0.228 -2.047
H -2.340 -0.103 -3.786
H -3.058 2.276 -3.637
H -3.148 2.103 -1.847
H -5.319 1.761 -3.197
H -4.594 0.261 -3.731
H -5.658 -0.609 -1.929
H -4.205 -0.127 -1.078
H -4.530 2.058 2.103
H -5.624 3.522 -0.341
H -5.267 4.288 1.324
H 0.724 5.183 0.488
H 0.316 4.078 1.754
H 3.211 4.097 1.113
H 2.641 5.708 1.446
H 2.582 3.431 3.476
H 3.488 4.920 3.469
H 1.799 5.508 4.915
H 1.245 6.191 3.417
H 0.522 4.666 4.003
C -3.549 -7.858 2.871
C -2.934 -6.727 3.244
C -2.429 -5.716 2.239
O -1.896 -4.711 2.682
C -2.595 -5.990 0.832
C -3.209 -7.123 0.455
C -3.737 -8.126 1.461
O -4.291 -9.109 1.009
O -3.409 -7.465 -0.804
O -2.716 -6.395 4.507
H -3.915 -8.585 3.582
H -2.218 -5.268 0.121
H -3.876 -8.325 -0.780
H -2.262 -5.530 4.490